Record 1
Here is a molecular structure, C32H29BrN6NiO2S from OMol25. Energies are from ωB97M-V/def2-TZVPD.

Output
Kohn-Sham gap (alpha / beta) (eV): 6.22 / 6.22
Maximum force (eV Å⁻¹): 0.67
Highest occupied orbital energy (alpha / beta) (eV): -6.67 / -6.67
E_tot (Ha): -6196.2891
LUMO energy (alpha / beta) (eV): -0.46 / -0.45
Molar mass (g mol⁻¹): 700.3

Last column: Mulliken charge in e.
Geometry (Å):
1 Ni 0.134184 0.568171 0.305779  0.11
2 C 7.181627 -5.005895 -2.927448  -0.87
3 O 6.068568 -4.208133 -3.273562  -0.44
4 C 4.845313 -4.808366 -3.277587  0.92
5 C 3.772138 -3.985632 -3.634192  -0.73
6 C 2.490479 -4.483538 -3.658237  -0.06
7 C 2.257155 -5.819243 -3.326733  -0.08
8 C 3.327861 -6.644149 -3.036651  -0.53
9 C 4.625705 -6.149126 -2.985892  -0.45
10 N 0.981427 -6.476131 -3.415382  -0.40
11 N -0.066190 -5.989020 -2.985056  -0.61
12 C -0.105027 -4.768836 -2.238739  -0.06
13 C -1.047345 -3.856764 -2.651161  -0.43
14 C -1.135466 -2.587690 -2.074653  -0.77
15 C -0.295041 -2.187263 -1.035370  0.20
16 O -0.443530 -0.971540 -0.604056  -0.17
17 C 0.610604 -3.188487 -0.510597  0.05
18 N 1.348375 -2.874544 0.573717  -0.34
19 C 2.107832 -3.780022 1.123057  -0.09
20 C 2.190083 -5.107362 0.665663  -1.09
21 C 1.473608 -5.444688 -0.443050  -0.59
22 C 0.677252 -4.474810 -1.096938  1.00
23 H 8.048870 -4.352569 -2.966128  0.23
24 H 7.315628 -5.828620 -3.635470  0.35
25 H 7.077473 -5.415149 -1.918301  0.35
26 H 3.972490 -2.955347 -3.889646  0.45
27 H 1.669959 -3.833111 -3.927790  0.42
28 H 3.139142 -7.690480 -2.839021  0.45
29 H 5.436077 -6.815999 -2.739023  0.40
30 H -1.697341 -4.125652 -3.472957  0.38
31 H -1.861241 -1.874424 -2.436874  0.43
32 H 2.685833 -3.465700 1.988638  0.42
33 H 2.789746 -5.835064 1.193010  0.42
34 H 1.484945 -6.459975 -0.817931  0.58
35 S -1.405462 1.507279 -1.173106  -0.45
36 C -1.119524 3.184842 -0.913223  0.45
37 N -0.225538 3.807288 -1.719444  0.07
38 C 0.155631 5.100056 -1.610464  -0.40
39 C -0.374427 5.869034 -0.617743  -0.65
40 C -1.324431 5.284849 0.241504  -0.26
41 C -1.711164 3.982789 0.081954  -0.74
42 H 0.192377 3.213282 -2.428123  0.32
43 H 0.885672 5.443088 -2.327311  0.45
44 H -0.061418 6.894947 -0.505423  0.43
45 H -1.751127 5.868642 1.042879  0.42
46 H -2.434258 3.521169 0.732278  0.52
47 C -1.456992 1.725400 2.850277  -1.62
48 C -0.289749 2.524911 2.375551  0.47
49 C 0.286428 3.640022 2.961338  -1.08
50 C 1.362786 4.019634 2.136037  -1.04
51 C 1.391544 3.114446 1.088518  0.53
52 C 2.334748 3.036007 -0.066885  -1.57
53 N 0.374451 2.218168 1.229422  1.32
54 H -2.395276 2.285718 2.802525  0.32
55 H -1.326431 1.413639 3.888834  0.44
56 H -1.620098 0.820606 2.246162  0.21
57 H -0.029080 4.109871 3.876437  0.57
58 H 2.038959 4.844434 2.283029  0.53
59 H 2.354566 3.962033 -0.647034  0.36
60 H 2.048869 2.232852 -0.752581  0.20
61 H 3.363109 2.840517 0.248750  0.36
62 Br 2.231691 -0.392129 5.438962  -0.17
63 C 2.539755 -0.299853 3.584442  -0.56
64 C 3.819727 -0.334210 3.066990  -0.09
65 C 3.969471 -0.276037 1.691350  -1.22
66 C 2.841996 -0.159765 0.898537  -0.39
67 N 1.616438 -0.098271 1.414484  1.11
68 C 1.455266 -0.178852 2.729243  -0.62
69 H 4.675053 -0.410977 3.723539  0.50
70 H 4.944684 -0.320128 1.232643  0.50
71 H 2.910465 -0.143033 -0.179529  0.55
72 H 0.444170 -0.151559 3.108495  0.76

Atoms 1-3, force components in eV/Å:
-0.249 0.180 -0.248
-0.021 -0.053 0.007
-0.008 0.023 0.017


Record 2
Here is a molecular structure, C42H44BEuI2N3O3S from OMol25. Energies are from ωB97M-V/def2-TZVPD.

Output
Kohn-Sham gap (alpha / beta) (eV): 4.23 / 4.24
Maximum force (eV Å⁻¹): 2.99
Highest occupied orbital energy (alpha / beta) (eV): -0.76 / -0.77
E_tot (Ha): -3745.6590
LUMO energy (alpha / beta) (eV): 3.48 / 3.48
2S+1: 8
Expectation value of S²: 15.760
Molar mass (g mol⁻¹): 1087.5
Charge: -2

Last column: Mulliken charge in e.
Geometry (Å):
1 Eu -0.183885 -1.169331 1.764573  0.79
2 O -2.150834 -1.411010 0.661963  -0.39
3 C -2.502698 -2.459967 1.347268  0.48
4 O -1.937570 -2.735660 2.438720  -0.79
5 C -3.619664 -3.320612 0.807888  0.08
6 C -4.818029 -3.523775 1.501369  -0.31
7 C -5.848316 -4.301118 0.968752  -0.67
8 C -5.530854 -5.105536 -0.146562  -0.27
9 C -4.289580 -5.095585 -0.711187  -0.68
10 C -3.238873 -4.218080 -0.295066  0.30
11 S -1.756343 -4.416594 -1.015150  -0.53
12 H -5.012210 -3.024411 2.511464  0.22
13 H -6.826928 -4.437893 1.413468  0.34
14 H -6.331742 -5.757323 -0.557299  0.25
15 H -4.075065 -5.900195 -1.388590  0.33
16 I 2.070436 -5.882088 3.886403  -0.02
17 C 2.586312 -4.986670 2.147850  -0.42
18 C 3.598314 -5.585472 1.441649  -0.59
19 C 3.976876 -5.106320 0.225253  -0.35
20 I 5.510170 -6.239703 -0.722334  -0.07
21 C 3.347059 -3.977229 -0.382195  1.12
22 C 3.546170 -3.573033 -1.693740  -0.85
23 C 2.840939 -2.437832 -2.153026  -0.74
24 C 1.863793 -1.872712 -1.347276  -0.61
25 N 1.633011 -2.155797 -0.063961  0.71
26 C 2.328496 -3.275129 0.422752  -0.03
27 C 1.927907 -3.787653 1.710562  0.22
28 O 1.066963 -3.081234 2.414717  -0.50
29 H 3.938176 -6.578833 1.736376  0.24
30 H 4.339128 -4.004922 -2.319277  0.14
31 H 3.045230 -2.010091 -3.106036  0.58
32 H 1.297751 -0.998435 -1.791249  0.26
33 C 2.728062 3.814368 -2.947230  -1.78
34 C 2.345718 2.380597 -2.510893  2.31
35 C 3.531103 1.445680 -2.639219  -1.29
36 C 1.113728 1.958116 -3.211224  0.78
37 C 1.114941 1.716081 -4.574887  -0.48
38 C 0.019820 1.261618 -5.301618  -1.47
39 C -1.216254 1.223973 -4.689926  -0.29
40 C -1.339186 1.550132 -3.304678  0.58
41 C -2.746853 1.345928 -2.679584  1.44
42 C -2.957919 -0.128198 -2.252850  -1.60
43 C -3.842954 1.892045 -3.618485  -1.76
44 C -0.162669 1.910568 -2.604278  -0.60
45 N -0.248688 2.163650 -1.187516  0.71
46 B 0.176512 1.350040 -0.089648  1.22
47 N -0.145705 2.148437 1.107900  1.04
48 C -0.622990 3.379480 0.605109  -0.51
49 C -0.566048 3.421795 -0.733775  -1.20
50 C 0.280624 1.724827 2.420230  -1.44
51 C -0.661515 1.497943 3.443674  0.90
52 C -0.348382 0.452813 4.334684  -0.54
53 C 0.806152 -0.383341 4.196459  -1.42
54 C 1.828135 0.040937 3.336258  -0.43
55 C 1.654852 1.185630 2.530265  0.60
56 C 2.937886 1.891275 1.942336  0.19
57 C 2.742130 3.384913 1.595080  -1.36
58 C 3.522663 1.070334 0.800342  -0.73
59 C -1.907798 2.368673 3.492737  1.22
60 C -3.041033 1.801905 4.369684  -1.63
61 C -1.416165 3.727931 3.918519  -1.20
62 H 3.799347 4.119452 -2.720349  0.41
63 H 2.077017 4.538007 -2.478834  0.40
64 H 2.621082 3.986813 -4.023428  0.28
65 H 2.192416 2.470192 -1.466267  -1.60
66 H 3.963688 1.405857 -3.690386  0.38
67 H 3.223132 0.398047 -2.431788  -0.02
68 H 4.414605 1.676608 -1.988786  0.36
69 H 2.077791 1.923025 -5.046666  0.29
70 H 0.174877 1.057363 -6.371703  0.34
71 H -2.108291 1.070220 -5.326779  0.28
72 H -2.750132 1.966953 -1.753808  0.11
73 H -2.823542 -0.654472 -3.207273  0.39
74 H -3.930429 -0.421609 -1.910256  0.48
75 H -2.248416 -0.627705 -1.553034  0.12
76 H -4.347285 1.115207 -4.152552  0.35
77 H -3.363977 2.665804 -4.274342  0.38
78 H -4.658832 2.277873 -2.955850  0.43
79 H -0.896691 4.173732 1.265041  0.37
80 H -0.820985 4.231027 -1.453471  0.29
81 H -1.154032 0.144153 4.983501  0.38
82 H 0.926733 -1.319655 4.760503  0.24
83 H 2.766535 -0.514920 3.287705  0.37
84 H 3.629207 1.807902 2.830489  0.51
85 H 2.261915 3.454984 0.585369  0.05
86 H 3.664469 3.900729 1.621611  0.52
87 H 2.076339 3.926649 2.290889  0.26
88 H 2.814098 1.185518 -0.065746  -0.33
89 H 3.652217 -0.060861 0.999023  0.04
90 H 4.444637 1.450089 0.370133  0.56
91 H -2.348849 2.328034 2.454821  0.07
92 H -2.574544 1.704691 5.394296  0.32
93 H -3.304261 0.794518 4.031600  0.34
94 H -3.986654 2.395756 4.437562  0.35
95 H -1.098806 3.696395 4.994812  0.30
96 H -2.207514 4.505730 3.836298  0.32
97 H -0.529132 4.060029 3.272080  0.16

Atoms 1-3, force components in eV/Å:
1.069 0.339 -0.985
-1.483 -1.240 0.280
-0.357 0.985 -0.360